No. 1
Below is a molecular structure, C32H43BaN3O in a non-equilibrium geometry, with properties calculated with ωB97M-V/def2-TZVPD.

CARTESIAN COORDINATES (ANGSTROEM)
Ba  0.181  0.006  -0.085
N  1.427  3.215  1.355
N  -0.493  1.933  -1.530
C  -1.199  -1.749  0.401
C  -1.861  -0.514  0.985
C  -0.911  0.090  1.982
C  -1.131  1.269  2.769
H  -2.032  1.825  2.452
H  -0.283  1.983  2.743
H  -1.293  0.971  3.822
C  0.341  -0.728  2.007
C  1.498  -0.463  2.817
H  1.373  -0.932  3.812
H  1.662  0.618  2.979
H  2.430  -0.867  2.382
C  0.157  -1.880  1.041
C  1.102  -2.929  0.794
H  2.153  -2.597  0.869
H  0.983  -3.389  -0.205
H  0.960  -3.732  1.540
C  -3.161  -0.023  0.649
H  -3.903  -0.386  1.387
H  -3.501  -0.371  -0.343
H  -3.231  1.083  0.643
C  -1.775  -2.651  -0.544
H  -1.027  -3.159  -1.178
H  -2.490  -2.166  -1.234
H  -2.332  -3.440  -0.003
C  2.590  3.811  1.653
H  2.720  4.113  2.701
C  3.604  4.060  0.716
H  4.531  4.555  1.017
C  3.383  3.654  -0.608
H  4.142  3.822  -1.378
C  2.179  3.022  -0.933
H  1.990  2.676  -1.954
C  1.201  2.811  0.071
C  -0.042  2.193  -0.158
H  -0.863  2.494  0.468
C  -0.738  0.648  -1.831
C  -0.886  2.670  -2.676
H  -0.792  3.743  -2.730
C  -1.332  1.740  -3.549
H  -1.717  1.849  -4.570
N  -1.223  0.470  -2.966
C  -1.671  -0.763  -3.546
C  -3.052  -0.956  -3.746
C  -3.477  -2.185  -4.281
H  -4.550  -2.353  -4.428
C  -2.568  -3.203  -4.611
C  -3.044  -4.510  -5.205
H  -2.464  -5.362  -4.816
H  -2.927  -4.508  -6.304
H  -4.109  -4.686  -4.986
C  -1.199  -2.968  -4.396
H  -0.474  -3.753  -4.645
C  -0.724  -1.759  -3.866
C  0.748  -1.556  -3.612
H  1.067  -0.527  -3.836
H  1.350  -2.255  -4.217
H  0.986  -1.731  -2.548
C  -4.061  0.108  -3.380
H  -4.149  0.875  -4.170
H  -3.778  0.632  -2.453
H  -5.060  -0.338  -3.240
C  4.469  -2.634  -0.809
C  3.298  -1.786  -1.313
O  2.898  -0.771  -0.375
C  3.857  0.291  -0.415
C  4.152  0.796  0.979
H  5.403  -2.057  -0.680
H  4.676  -3.435  -1.546
H  4.228  -3.114  0.161
H  3.505  -1.346  -2.312
H  2.488  -2.506  -1.435
H  4.836  -0.002  -0.836
H  3.500  1.045  -1.119
H  4.554  -0.027  1.604
H  4.910  1.600  0.933
H  3.236  1.193  1.442

**Molecular weight**: 623.04 g mol⁻¹
**Maximum force**: 18.4 eV Å⁻¹
**Energy**: -41077.2799 eV
**Energy above the lowest of the compared OMol25 structures with the same formula, charge and spin**: 228.3 kcal/mol
**HOMO**: 2.45 eV
**Net charge**: -2

No. 2
Below is a single C24H30N2O5S molecule in a non-equilibrium geometry, with properties calculated with ωB97M-V/def2-TZVPD.

CARTESIAN COORDINATES (ANGSTROEM)
C  -4.077  -4.393  -0.916
C  -4.015  -4.082  -2.377
C  -4.772  -4.812  -3.285
C  -4.700  -4.560  -4.641
C  -3.862  -3.567  -5.116
C  -3.101  -2.809  -4.241
C  -2.211  -1.712  -4.745
C  -3.191  -3.069  -2.870
N  -2.386  -2.298  -1.994
C  -2.842  -1.535  -0.982
O  -3.994  -1.447  -0.627
C  -1.713  -0.749  -0.278
O  -1.293  0.381  -1.043
C  -0.397  0.209  -2.007
O  0.049  -0.864  -2.341
C  0.029  1.535  -2.592
C  1.422  1.881  -2.032
C  1.399  1.756  -0.534
C  1.863  0.596  0.078
C  1.752  0.434  1.448
C  1.181  1.437  2.206
S  1.045  1.225  3.985
O  -0.045  2.036  4.440
O  1.034  -0.183  4.252
N  2.421  1.836  4.672
C  3.644  1.084  4.544
C  4.511  1.575  3.383
C  4.756  3.077  3.522
C  3.418  3.813  3.577
C  2.578  3.268  4.734
C  0.713  2.595  1.617
C  0.823  2.753  0.247
H  -4.629  -3.611  -0.394
H  -4.573  -5.345  -0.749
H  -3.077  -4.430  -0.486
H  -5.420  -5.594  -2.917
H  -5.294  -5.141  -5.331
H  -3.803  -3.371  -6.177
H  -1.167  -1.908  -4.499
H  -2.298  -1.618  -5.824
H  -2.488  -0.760  -4.290
H  -1.421  -2.164  -2.281
H  -2.096  -0.340  0.658
H  -0.856  -1.404  -0.089
H  0.075  1.455  -3.678
H  -0.697  2.293  -2.301
H  1.683  2.897  -2.333
H  2.154  1.190  -2.452
H  2.298  -0.188  -0.524
H  2.082  -0.468  1.940
H  3.356  0.040  4.421
H  4.202  1.184  5.483
H  4.006  1.377  2.435
H  5.458  1.033  3.385
H  5.351  3.440  2.683
H  5.314  3.269  4.442
H  2.887  3.668  2.634
H  3.578  4.882  3.720
H  1.573  3.691  4.738
H  3.064  3.514  5.686
H  0.247  3.345  2.237
H  0.453  3.652  -0.223

**Molecular weight**: 458.58 g mol⁻¹
**Maximum force**: 1.1 eV Å⁻¹
**Energy**: -49429.1127 eV
**SMILES**: Cc1cccc(C)c1NC(=O)COC(=O)CCc1ccc(S(=O)(=O)N2CCCCC2)cc1
**Energy above the lowest of the compared OMol25 structures with the same formula, charge and spin**: 9.5 kcal/mol
**HOMO**: -8.71 eV
**Net charge**: 0

No. 3
Below is a molecular structure, C55H41Cl7IrN6P, with properties calculated with ωB97M-V/def2-TZVPD.

CARTESIAN COORDINATES (ANGSTROEM)
Ir  -0.611  -0.636  0.165
C  3.792  2.339  1.501
N  3.001  1.143  1.199
C  1.711  1.125  0.827
N  1.346  -0.129  0.544
C  2.449  -0.935  0.749
C  3.488  -0.140  1.160
C  4.874  -0.507  1.479
C  5.624  -1.226  0.551
C  6.925  -1.596  0.850
C  7.482  -1.253  2.075
C  6.736  -0.541  3.005
C  5.434  -0.170  2.710
C  2.522  -2.393  0.541
C  2.502  -2.932  -0.744
C  2.647  -4.299  -0.929
C  2.839  -5.134  0.166
C  2.905  -4.597  1.446
C  2.754  -3.230  1.631
P  0.658  2.596  0.695
C  -0.069  2.144  -0.922
N  -0.644  0.975  -1.218
C  -0.947  0.987  -2.548
C  -0.551  2.190  -3.082
N  -0.009  2.904  -2.036
C  0.546  4.256  -2.133
C  -0.684  2.681  -4.460
C  -1.930  2.617  -5.082
C  -2.073  3.045  -6.392
C  -0.976  3.535  -7.086
C  0.268  3.594  -6.473
C  0.417  3.166  -5.163
C  -1.533  -0.180  -3.229
C  -2.844  -0.582  -2.969
C  -3.362  -1.712  -3.587
C  -2.578  -2.441  -4.474
C  -1.282  -2.029  -4.756
C  -0.759  -0.903  -4.134
C  -0.722  1.942  1.705
N  -1.231  0.754  1.433
C  -2.399  0.579  2.135
C  -2.561  1.691  2.930
N  -1.500  2.524  2.637
C  -1.294  3.861  3.206
C  -3.616  2.038  3.894
C  -3.717  1.325  5.088
C  -4.703  1.650  6.007
C  -5.586  2.686  5.736
C  -5.488  3.398  4.549
C  -4.504  3.079  3.627
C  -3.185  -0.581  1.730
C  -4.132  -1.227  2.510
C  -4.770  -2.360  2.018
C  -4.474  -2.868  0.757
C  -3.526  -2.241  -0.032
C  -2.881  -1.100  0.449
H  3.390  3.184  0.949
H  3.774  2.551  2.568
H  4.817  2.161  1.188
H  5.190  -1.491  -0.406
H  7.507  -2.151  0.127
H  8.498  -1.543  2.306
H  7.168  -0.279  3.961
H  4.850  0.367  3.449
H  2.394  -2.273  -1.598
H  2.640  -4.713  -1.929
H  2.975  -6.197  0.019
H  3.103  -5.240  2.294
H  2.846  -2.801  2.623
H  -0.012  4.806  -2.885
H  0.447  4.755  -1.173
H  1.594  4.211  -2.423
H  -2.788  2.240  -4.538
H  -3.042  3.000  -6.870
H  -1.090  3.869  -8.109
H  1.124  3.969  -7.018
H  1.394  3.188  -4.698
H  -3.477  0.016  -2.320
H  -4.387  -2.006  -3.404
H  -2.988  -3.313  -4.967
H  -0.683  -2.578  -5.471
H  0.246  -0.569  -4.359
H  -1.712  3.876  4.208
H  -0.229  4.066  3.251
H  -1.792  4.612  2.597
H  -3.010  0.531  5.305
H  -4.777  1.103  6.937
H  -6.353  2.941  6.455
H  -6.180  4.203  4.340
H  -4.436  3.628  2.695
H  -4.372  -0.848  3.494
H  -5.518  -2.850  2.628
H  -4.999  -3.739  0.389
H  -3.322  -2.592  -1.037
H  -2.428  -0.445  -0.356
Cl  0.014  -0.942  3.891
C  -0.293  -2.239  2.842
C  -0.463  -2.152  1.453
C  -0.576  -3.536  0.986
Cl  -0.467  -2.517  -1.453
C  -0.581  -3.837  -0.318
Cl  -0.727  -5.335  -1.051
C  -0.554  -4.400  2.156
Cl  -0.697  -6.055  2.211
C  -0.372  -3.575  3.275
Cl  -0.230  -4.111  4.856
Cl  2.604  0.593  -2.247
C  3.842  0.722  -3.541
Cl  4.122  2.388  -4.007
H  3.480  0.159  -4.392
H  4.760  0.308  -3.143

**Molecular weight**: 1257.34 g mol⁻¹
**Maximum force**: 0.6 eV Å⁻¹
**Energy**: -166404.9206 eV
**Multiplicity**: 2
**Energy above the lowest of the compared OMol25 structures with the same formula, charge and spin**: 0.0 kcal/mol
**HOMO (spin up / spin down)**: -14.96 / -14.96 eV
**Net charge**: +3

No. 4
Below is a molecular structure, C7H9BrNReSbSe4 in a non-equilibrium geometry, with properties calculated with ωB97M-V/def2-TZVPD.

CARTESIAN COORDINATES (ANGSTROEM)
Re  0.111  -0.809  -1.530
C  -0.720  1.336  3.675
C  0.026  1.354  2.400
C  1.135  2.176  2.164
C  1.809  2.119  0.953
C  1.337  1.238  0.000
Br  2.163  0.963  -1.707
N  0.262  0.467  0.185
C  -0.374  0.517  1.352
H  -0.340  2.090  4.360
H  -0.634  0.361  4.159
H  -1.785  1.514  3.514
H  1.477  2.859  2.932
H  2.675  2.733  0.750
H  -1.233  -0.134  1.471
Se  -4.656  -0.113  -2.678
Sb  -3.208  -1.744  -3.721
Se  -1.405  -2.348  -0.817
Se  -0.744  -0.311  -3.556
Se  -2.483  -3.604  -5.075
C  1.453  -2.482  -2.154
H  2.433  -2.007  -2.101
H  1.300  -2.887  -3.156
H  1.400  -3.290  -1.421

**Molecular weight**: 810.87 g mol⁻¹
**Maximum force**: 3.7 eV Å⁻¹
**Energy**: -348957.5584 eV
**Energy above the lowest of the compared OMol25 structures with the same formula, charge and spin**: 24.1 kcal/mol
**HOMO (spin up / spin down)**: -18.95 / -18.74 eV
**Net charge**: +3

No. 5
Below is 3 unconnected molecules or ions with the total composition C21H39BrN2O3P in a non-equilibrium geometry, with properties calculated with ωB97M-V/def2-TZVPD.

CARTESIAN COORDINATES (ANGSTROEM)
C  3.959  0.152  7.248
C  2.801  -0.089  7.014
C  1.536  -0.356  6.399
P  0.294  -0.119  7.631
O  -0.406  1.385  7.359
Br  -1.410  -1.559  6.922
H  4.978  0.369  7.422
H  1.335  0.355  5.590
H  -1.320  1.401  7.656
C  -1.755  -0.566  -0.322
C  -2.973  -0.882  0.583
C  -3.348  0.355  1.401
C  -2.370  0.651  2.537
C  -2.164  -0.581  3.415
C  -1.760  -1.822  2.616
N  -2.673  -2.056  1.452
O  -3.787  -2.561  1.879
C  -0.303  -1.665  2.137
C  -1.723  -3.037  3.539
C  -4.119  -1.191  -0.380
H  -2.061  -0.287  -1.330
H  -1.154  0.262  0.051
H  -1.107  -1.434  -0.435
H  -4.346  0.219  1.830
H  -3.414  1.222  0.737
H  -1.413  1.000  2.138
H  -2.758  1.469  3.147
H  -1.405  -0.371  4.169
H  -3.089  -0.780  3.964
H  -0.019  -2.490  1.480
H  0.371  -1.680  2.993
H  -0.112  -0.730  1.614
H  -2.671  -3.209  4.046
H  -0.975  -2.893  4.315
H  -1.462  -3.941  2.983
H  -3.900  -2.077  -0.979
H  -4.263  -0.349  -1.056
H  -5.063  -1.350  0.139
C  3.430  -0.387  -3.508
C  1.932  -0.126  -3.200
C  1.075  -0.511  -4.408
C  1.177  0.474  -5.570
C  0.902  1.899  -5.100
C  1.769  2.315  -3.911
N  1.728  1.304  -2.813
O  0.596  1.425  -2.197
C  3.218  2.539  -4.386
C  1.312  3.680  -3.405
C  1.601  -1.068  -2.042
H  3.747  -1.356  -3.125
H  3.649  -0.392  -4.576
H  4.071  0.352  -3.030
H  0.026  -0.579  -4.102
H  1.359  -1.509  -4.750
H  2.162  0.412  -6.042
H  0.456  0.200  -6.343
H  1.058  2.596  -5.926
H  -0.155  1.980  -4.826
H  3.877  2.741  -3.541
H  3.263  3.404  -5.050
H  3.628  1.703  -4.947
H  0.258  3.690  -3.133
H  1.449  4.428  -4.186
H  1.893  3.991  -2.536
H  2.187  -0.827  -1.154
H  1.830  -2.095  -2.325
H  0.549  -1.045  -1.771

**Molecular weight**: 478.43 g mol⁻¹
**Maximum force**: 2.4 eV Å⁻¹
**Energy**: -110859.9469 eV
**Multiplicity**: 3
**Energy above the lowest of the compared OMol25 structures with the same formula, charge and spin**: 0.0 kcal/mol
**HOMO (spin up / spin down)**: -3.23 / -3.23 eV
**Net charge**: -1

No. 6
Below is a single CH3NO3 molecule in a non-equilibrium geometry, with properties calculated with ωB97M-V/def2-TZVPD.

CARTESIAN COORDINATES (ANGSTROEM)
N  1.273  -0.242  0.623
C  0.168  0.061  -0.091
O  0.120  1.306  -0.653
O  -0.879  -0.743  0.018
O  -2.083  -0.430  -0.609
H  1.865  0.590  0.579
H  1.588  -1.089  0.940
H  -2.053  0.546  -0.807

**Molecular weight**: 77.04 g mol⁻¹
**Maximum force**: 7.5 eV Å⁻¹
**Energy**: -8715.1395 eV
**SMILES**: NC(=O)OO
**Energy above the lowest of the compared OMol25 structures with the same formula, charge and spin**: 42.1 kcal/mol
**HOMO**: -10.44 eV
**Net charge**: 0